# 1
{
  "formula": "C15H13IrN4O3S2",
  "method": "ωB97M-V/def2-TZVPD",
  "elements": ["Ir", "S", "S", "O", "O", "O", "N", "N", "N", "N", "C", "C", "C", "C", "C", "C", "C", "C", "C", "C", "C", "C", "C", "C", "C", "H", "H", "H", "H", "H", "H", "H", "H", "H", "H", "H", "H", "H"],
  "coordinates": [[0.3770, -0.8557, 0.0939], [0.4244, -3.0196, 0.1582], [-0.6599, -4.2407, 1.8534], [-1.8402, -3.4236, 1.9948], [0.3057, -4.1794, 2.9048], [-0.8075, -5.4624, 1.1216], [2.3994, -0.1522, -0.6833], [-1.7806, -0.7299, -0.8469], [-4.4641, -0.2760, -1.3108], [-5.0033, -2.0820, 0.0290], [1.6376, 3.2202, 0.5294], [2.6918, 1.0909, -0.2448], [-0.5185, 3.1998, 1.5815], [-4.0673, -1.2951, -0.5532], [-2.1782, 0.3133, -1.5885], [3.3530, -0.9374, -1.1916], [-0.5890, 1.8234, 1.4060], [4.6608, -0.5185, -1.3183], [0.5912, 3.9008, 1.1326], [-2.6956, -1.5284, -0.3334], [4.9820, 0.7596, -0.8821], [-3.5245, 0.5117, -1.8186], [0.4415, 1.1139, 0.7956], [1.5794, 1.8383, 0.3669], [3.9963, 1.5643, -0.3384], [-5.9540, -1.9963, -0.2831], [5.4068, -1.1797, -1.7350], [4.2440, 2.5469, 0.0360], [3.0376, -1.9245, -1.5030], [-4.7185, -2.9385, 0.4712], [0.6390, 4.9758, 1.2482], [2.4910, 3.7799, 0.1652], [-1.4692, 1.2959, 1.7570], [-2.3686, -2.3487, 0.2900], [-3.8689, 1.3382, -2.4290], [-1.3342, 3.7266, 2.0615], [-1.4158, 0.9678, -1.9857], [5.9999, 1.1212, -0.9507]],
  "forces_ev_per_angstrom": [[-0.029, 0.598, 0.082], [-0.168, -0.739, 0.069], [0.188, 0.036, -0.071], [0.020, 0.009, -0.015], [-0.022, -0.016, 0.000], [-0.017, -0.003, 0.074], [-0.018, 0.087, 0.039], [0.149, 0.101, 0.066], [-0.297, -0.178, 0.101], [-0.006, -0.120, 0.038], [0.039, 0.042, -0.002], [0.105, -0.353, -0.160], [-0.022, -0.050, 0.017], [0.150, 0.310, -0.223], [-0.036, 0.093, -0.153], [-0.115, 0.080, -0.021], [-0.056, 0.054, 0.092], [0.052, 0.055, 0.011], [0.034, -0.013, -0.019], [0.076, -0.103, 0.089], [-0.053, -0.017, 0.006], [0.178, 0.043, -0.004], [0.104, 0.065, -0.217], [-0.367, 0.045, 0.219], [0.071, 0.020, -0.041], [-0.001, 0.023, -0.008], [-0.019, 0.000, -0.005], [-0.024, -0.010, 0.006], [-0.001, -0.014, 0.007], [-0.020, 0.004, 0.020], [0.020, -0.010, -0.003], [-0.011, -0.003, 0.019], [0.001, -0.004, -0.017], [0.039, -0.035, 0.007], [0.066, 0.005, -0.003], [0.011, -0.008, -0.010], [-0.007, 0.004, 0.005], [-0.014, 0.000, 0.005]],
  "homo_energy_ev": [-7.66, -9.03],
  "spin_multiplicity": 5,
  "s_squared": 6.02
}

=====

# 2
{
  "formula": "C22H18Br2N6OPtS4",
  "method": "ωB97M-V/def2-TZVPD",
  "elements": ["Pt", "Br", "Br", "S", "S", "S", "S", "O", "N", "N", "N", "N", "N", "N", "C", "C", "C", "C", "C", "C", "C", "C", "C", "C", "C", "C", "C", "C", "C", "C", "C", "C", "C", "C", "C", "C", "H", "H", "H", "H", "H", "H", "H", "H", "H", "H", "H", "H", "H", "H", "H", "H", "H", "H"],
  "coordinates": [[0.5953, 0.0014, 1.1612], [2.8100, -1.0704, 7.3285], [-0.4257, 5.6499, 4.5562], [4.4682, -0.7253, 0.9312], [0.8386, -2.0713, 0.1540], [3.3439, 0.8634, 0.5941], [3.5724, -2.4887, 0.5835], [-0.2698, 0.7861, -0.5448], [0.2573, 1.7822, 2.0801], [-0.3642, 3.7585, -1.7209], [1.2295, -0.4613, 2.9805], [-2.9909, -1.3830, -2.0320], [-0.3470, 0.4132, -1.8019], [-1.0930, 1.3901, -5.1654], [-0.1525, 2.8952, 1.4884], [-0.1187, 4.0735, 3.5518], [-1.7369, -1.5727, -1.4067], [1.5385, 0.3636, 5.2218], [-0.3371, 4.0795, 2.1703], [1.8060, -1.9286, -3.7366], [1.8608, -2.0465, -2.3527], [0.5317, 1.7737, 3.4145], [-3.4769, -0.0339, -2.1941], [-3.4575, -2.3176, -3.0253], [-0.4832, -1.2034, -3.6044], [2.1711, -0.8064, 5.5657], [0.5914, -1.5850, -4.3446], [1.0868, 0.5446, 3.9075], [1.8548, -1.5848, 3.3402], [0.8066, -1.6866, -1.5474], [-0.7812, 1.2933, -4.0574], [-0.3977, 2.7109, -2.1983], [2.3550, -1.8076, 4.6026], [-0.4212, -1.0336, -2.1327], [-0.4724, 1.4050, -2.7032], [0.3215, 2.9311, 4.1809], [-1.5809, -2.6390, -1.2473], [0.4976, -1.6363, -5.4183], [-3.1520, -2.0697, -4.0510], [-1.7586, -1.0723, -0.4275], [2.6697, -2.1609, -4.3399], [2.7425, -2.4628, -1.8861], [-4.5675, -0.0254, -2.1190], [-0.6390, 4.9716, 1.6496], [-4.5495, -2.3327, -3.0081], [-3.0894, -3.3141, -2.7923], [-3.2111, 0.4036, -3.1663], [-0.3252, 2.8520, 0.4209], [-3.0785, 0.5991, -1.4018], [2.8690, -2.7251, 4.8399], [-1.4272, -1.0076, -4.0779], [1.9804, -2.3464, 2.5786], [0.5069, 2.9220, 5.2427], [1.3979, 1.1366, 5.9576]],
  "forces_ev_per_angstrom": [[-0.048, -1.379, -1.381], [-0.142, 0.095, -0.331], [0.085, -0.286, -0.148], [-0.842, -0.525, 1.245], [-0.525, 0.442, 0.771], [0.153, -0.388, -0.887], [1.184, 0.949, -0.973], [0.160, 0.355, -1.276], [0.150, 0.155, 1.296], [0.002, -0.162, -0.236], [0.081, 0.824, 0.921], [-0.438, 0.172, -0.131], [-0.358, 2.591, 0.223], [0.096, 0.315, 0.408], [-0.077, 0.426, -0.298], [-0.212, 0.455, -0.544], [0.441, 0.702, 0.338], [-0.392, 0.345, -0.667], [0.134, -0.123, 0.841], [0.542, -0.171, 0.144], [0.271, -0.061, -0.838], [-0.784, 1.756, -0.815], [-0.055, -0.236, -0.054], [-0.042, 0.114, -0.094], [-0.072, -0.197, -0.024], [0.351, -0.902, -0.219], [0.000, 0.295, 0.449], [0.804, -1.766, 0.544], [0.031, -0.458, -0.253], [-0.395, 0.115, 0.446], [-0.322, -0.557, -1.834], [0.082, 1.137, 0.814], [-0.164, 0.771, 0.745], [-0.179, -2.128, -0.021], [0.588, -1.549, 2.283], [0.219, -0.881, -0.200], [0.161, 0.062, -0.048], [-0.048, 0.000, -0.172], [-0.026, -0.062, 0.017], [-0.063, -0.310, -0.087], [0.042, -0.142, 0.003], [0.015, 0.053, -0.020], [-0.019, 0.056, -0.039], [-0.084, 0.071, -0.076], [-0.064, -0.077, 0.008], [0.009, -0.065, -0.011], [-0.010, 0.085, -0.043], [0.026, -0.111, 0.101], [-0.010, 0.059, 0.077], [-0.002, -0.056, -0.056], [-0.142, -0.181, -0.025], [-0.152, 0.199, 0.039], [0.016, 0.062, 0.051], [0.022, 0.113, 0.038]],
  "homo_energy_ev": [-5.93, -5.77]
}

=====

# 3
{
  "formula": "C6H11NS",
  "method": "ωB97M-V/def2-TZVPD",
  "elements": ["S", "N", "C", "C", "C", "C", "C", "C", "H", "H", "H", "H", "H", "H", "H", "H", "H", "H", "H"],
  "coordinates": [[-0.8532, -1.4324, -1.3808], [-1.5199, 0.8311, 0.3032], [0.5232, -0.5504, -0.6221], [1.1441, -1.3672, 0.6297], [0.0810, -0.5940, 1.5845], [1.1699, 2.4715, -0.2612], [-0.0431, 0.4624, 0.4939], [0.7299, 1.6104, 0.6435], [0.5830, -0.1368, 2.4791], [1.1301, -0.1798, -1.4889], [1.3699, 3.5438, 0.0033], [-1.3530, 2.0522, 0.1878], [2.1244, -1.0784, 1.0084], [-2.2676, 0.1428, 1.1187], [-1.5437, -0.4113, -0.7538], [1.2673, 2.4500, -1.5135], [1.3060, -2.4435, 0.6635], [0.7438, 2.0927, 1.5690], [-0.6988, -1.1270, 1.8867]],
  "forces_ev_per_angstrom": [[-0.084, 0.015, 0.266], [0.353, 1.779, 1.872], [1.008, -0.826, 0.830], [-0.395, 1.189, 0.609], [6.200, 1.737, -0.963], [0.521, 2.026, -4.376], [-3.450, -4.067, -1.159], [1.225, 3.304, -0.777], [-0.477, -0.632, -0.510], [-0.020, -0.075, 1.366], [0.268, -1.347, 0.265], [-2.030, -4.571, 1.058], [0.235, 0.875, -0.600], [2.991, 3.863, -2.883], [-0.974, -0.351, -0.857], [-0.539, -0.827, 3.620], [-1.115, -0.220, -0.501], [-0.089, 0.213, 1.987], [-3.630, -2.085, 0.754]],
  "homo_energy_ev": -8.30
}

=====

Looking at electronic energy for the records above, in order, we have -52375.4428, -220760.7949, -18720.0222 eV.